# 1
ORCA calculation (ωB97M-V with the def2-TZVPD basis set) on a cluster of 9 separate species, C21H60O15 in total in a non-equilibrium geometry.

Structure (XYZ):
```
96
Properties=species:S:1:pos:R:3:lowdin_charge:R:1
C -18.29 -9.87 -23.86 -0.05
C -18.61 -10.08 -22.41 -0.48
C -17.42 -10.70 -21.67 0.00
O -18.62 -8.76 -21.92 -0.06
H -18.01 -10.94 -24.28 0.13
H -17.58 -9.07 -24.18 0.10
H -19.39 -9.67 -24.01 0.08
H -19.49 -10.58 -22.27 0.11
H -17.64 -10.74 -20.68 0.04
H -16.50 -9.92 -21.82 0.15
H -17.18 -11.53 -22.15 0.03
H -18.42 -9.01 -21.08 -0.02
C -13.92 -2.77 -19.94 -0.01
C -15.49 -3.21 -19.69 -0.44
C -16.33 -1.91 -19.96 -0.06
O -15.86 -4.23 -20.51 -0.02
H -13.84 -2.65 -21.00 0.07
H -13.35 -3.50 -19.74 -0.02
H -13.75 -1.91 -19.37 0.06
H -15.54 -3.47 -18.61 0.14
H -16.26 -1.41 -21.04 0.12
H -15.94 -0.97 -19.26 0.13
H -17.30 -2.10 -19.68 0.02
H -15.76 -4.97 -20.00 0.01
C -12.92 -5.82 -22.56 -0.02
C -13.31 -6.78 -21.38 -0.52
C -14.28 -7.85 -21.62 -0.03
O -12.12 -7.32 -20.87 0.01
H -14.00 -5.58 -23.11 0.12
H -12.23 -6.30 -23.32 0.09
H -12.56 -4.82 -22.11 0.09
H -13.54 -6.28 -20.67 0.02
H -14.55 -8.56 -21.03 -0.02
H -13.88 -8.50 -22.50 0.13
H -15.24 -7.32 -22.17 0.13
H -11.86 -6.95 -20.10 0.03
O -18.76 -6.69 -23.69 -0.06
C -17.85 -5.81 -23.17 -0.27
C -18.27 -4.36 -23.46 -0.23
O -17.47 -3.39 -22.86 -0.05
H -18.91 -7.41 -23.03 0.06
H -17.79 -5.86 -22.10 0.11
H -16.85 -5.94 -23.47 0.10
H -19.24 -4.24 -23.08 0.10
H -18.46 -4.33 -24.53 0.12
H -17.15 -3.66 -21.99 0.06
O -22.78 -4.47 -25.40 -0.08
C -22.31 -3.19 -25.92 -0.22
C -21.13 -2.75 -25.20 -0.32
O -20.59 -1.61 -25.76 -0.03
H -22.24 -5.09 -25.87 0.05
H -22.05 -3.54 -26.99 0.16
H -23.12 -2.56 -25.74 0.10
H -20.55 -3.60 -25.09 0.08
H -21.39 -2.37 -24.15 0.16
H -19.79 -1.56 -25.28 0.02
O -18.18 -1.20 -24.42 0.01
C -17.27 -0.41 -25.06 -0.19
C -16.59 -1.23 -26.20 -0.23
O -15.75 -0.49 -26.94 0.07
H -17.85 -1.75 -23.90 -0.07
H -17.76 0.56 -25.39 0.15
H -16.63 -0.02 -24.33 0.10
H -17.25 -1.54 -26.82 0.06
H -16.24 -2.12 -25.72 0.13
H -15.55 -0.79 -27.69 -0.02
O -16.40 -6.45 -18.73 -0.03
C -16.95 -7.68 -19.14 -0.24
C -18.41 -7.78 -18.75 -0.26
O -18.95 -8.96 -19.17 -0.05
H -16.07 -6.76 -17.93 0.06
H -16.84 -7.47 -20.11 0.05
H -16.19 -8.46 -18.98 0.15
H -18.89 -6.93 -19.30 0.15
H -18.43 -7.64 -17.56 0.17
H -19.85 -8.73 -18.84 0.10
O -21.96 -9.55 -23.37 -0.05
C -22.27 -8.42 -22.50 -0.20
C -22.33 -8.92 -21.04 -0.27
O -22.37 -7.81 -20.17 -0.07
H -21.89 -9.54 -24.24 0.00
H -21.66 -7.42 -22.53 0.14
H -23.39 -8.14 -22.90 0.16
H -21.35 -9.57 -21.06 0.14
H -23.24 -9.48 -20.89 0.11
H -22.09 -8.25 -19.33 0.09
O -17.34 -6.96 -26.22 -0.07
C -18.21 -7.70 -27.03 -0.22
C -17.33 -8.27 -28.20 -0.28
O -18.16 -8.82 -29.09 -0.06
H -17.87 -6.60 -25.54 0.01
H -18.71 -8.47 -26.32 0.13
H -18.95 -7.01 -27.36 0.10
H -16.62 -9.03 -27.82 0.14
H -17.01 -7.46 -28.53 0.04
H -17.66 -9.54 -29.63 0.15
```

Properties
Structure (SMILES): CC(C)O.CC(C)O.CC(C)O.OCCO.OCCO.OCCO.OCCO.OCCO.OCCO
Total charge: 0
Energy above the lowest of the compared OMol25 structures with the same formula, charge and spin, kJ/mol: 1328.83
E_HOMO, eV: -9.40
LUMO, Ha: -0.0012
E, eV: -53446.4622
HOMO-LUMO gap, eV: 9.37


# 2
ORCA calculation (ωB97M-V with the def2-TZVPD basis set) on a structure of composition C17H13CoN2O4PSe2.

Structure (XYZ):
```
40
Properties=species:S:1:pos:R:3:lowdin_charge:R:1
Co -2.01 -0.72 -1.42 0.27
O -0.70 -6.30 -2.29 0.14
C 0.40 -5.61 -2.10 -0.50
O 1.49 -6.12 -2.04 0.10
C 0.28 -4.12 -1.96 -0.03
C 1.37 -3.32 -1.75 0.02
N 0.93 -2.05 -1.68 0.06
N -0.39 -1.98 -1.83 0.01
C -0.81 -3.23 -2.00 -0.12
C -2.30 -3.41 -2.10 -0.54
O -2.75 -4.54 -2.27 0.08
O -2.99 -2.32 -1.97 -0.11
H -1.50 -5.71 -2.31 0.07
H 2.41 -3.58 -1.65 0.15
H 1.46 -1.21 -1.51 0.14
Se -1.82 -0.66 1.08 0.40
P -1.01 1.21 0.37 0.17
Se -1.83 1.67 -1.60 0.40
C 0.79 1.08 0.25 -0.42
C 1.49 0.67 1.38 -0.09
C 2.87 0.50 1.31 -0.07
C 3.54 0.72 0.12 -0.08
C 2.84 1.13 -1.01 -0.09
C 1.46 1.31 -0.95 -0.14
C -1.29 2.58 1.50 -0.41
C -0.67 3.80 1.20 -0.09
C -0.85 4.89 2.03 -0.07
C -1.65 4.77 3.17 -0.07
C -2.27 3.57 3.46 -0.07
C -2.09 2.46 2.63 -0.09
H 0.96 0.47 2.30 0.11
H 3.41 0.18 2.20 0.11
H 4.61 0.57 0.07 0.11
H 3.37 1.31 -1.94 0.11
H 0.91 1.63 -1.82 0.05
H -0.05 3.89 0.32 0.11
H -0.36 5.83 1.80 0.11
H -1.78 5.63 3.82 0.11
H -2.89 3.48 4.35 0.11
H -2.58 1.52 2.85 0.07
```

Properties
Spin multiplicity: 4
Total charge: 0
E_HOMO (alpha / beta), eV: -8.93 / -9.12
LUMO (alpha / beta), Ha: -0.0074 / -0.0185
E, eV: -206622.0671
HOMO-LUMO gap (alpha / beta), eV: 8.73 / 8.61


# 3
ORCA calculation (ωB97M-V with the def2-TZVPD basis set) on a cluster of 2 separate species, C10H16O in total in a non-equilibrium geometry.

Structure (XYZ):
```
27
Properties=species:S:1:pos:R:3:lowdin_charge:R:1
C 2.55 -3.04 0.88 -0.05
C 1.83 -1.96 1.63 -0.30
C 0.43 -2.13 1.62 -0.06
C -0.45 -1.09 2.06 -0.03
C 0.02 0.15 2.37 -0.32
O -0.81 1.23 2.76 0.03
C 1.39 0.32 2.33 -0.03
C 2.28 -0.71 1.99 -0.04
H 1.89 -3.91 0.75 0.08
H 3.35 -3.21 1.52 0.05
H 2.89 -2.65 -0.10 0.10
H -0.09 -3.04 1.14 0.13
H -1.57 -1.58 2.04 0.16
H -0.57 2.11 2.55 0.07
H 1.78 1.28 2.63 0.11
H 3.34 -0.54 2.08 0.11
C -2.84 1.28 -2.58 -0.18
C -1.70 2.13 -2.12 -0.36
C -0.43 1.82 -2.88 -0.15
H -2.81 1.14 -3.70 0.09
H -3.76 1.80 -2.36 0.05
H -2.95 0.29 -2.03 0.09
H -1.99 3.13 -2.53 0.12
H -1.56 1.77 -1.05 0.12
H -0.11 0.76 -2.66 0.09
H -0.53 2.18 -3.87 0.05
H 0.41 2.45 -2.47 0.07
```

Properties
Structure (SMILES): Cc1ccc(O)cc1.CCC
Total charge: 0
Energy above the lowest of the compared OMol25 structures with the same formula, charge and spin, kJ/mol: 268.15
E_HOMO, eV: -8.73
LUMO, Ha: 0.0287
E, eV: -12674.9457
HOMO-LUMO gap, eV: 9.52


Q: Number 1 is which compound?
A: C21H60O15